Version a
Formula: C6H10NO
Source: the OMol25 dataset
Level of theory: ωB97M-V/def2-TZVPD

```
18
Properties=species:S:1:pos:R:3:nbo_charge:R:1
C 2.2210 -1.2827 0.1479 -0.678
C 0.7585 -0.9247 0.1150 0.398
C -0.0237 0.4738 0.1846 0.041
C 0.0651 1.9337 -0.0560 -0.659
N -1.3729 0.0144 0.4714 -0.387
C -1.9570 -0.6421 -0.6709 -0.280
C -1.4343 -1.4864 0.4337 0.270
O -0.1151 -1.8691 0.4598 -0.433
H 2.2066 -2.2722 0.4162 0.249
H 2.8591 -0.6570 0.8521 0.268
H 2.5892 -1.2781 -0.8510 0.257
H 0.9976 2.2662 0.2596 0.261
H -0.7560 2.4478 0.4502 0.232
H -0.2563 2.1206 -1.0638 0.239
H -1.9654 0.6056 1.0170 0.445
H -1.4597 -0.3042 -1.5682 0.263
H -3.0965 -0.4252 -0.8123 0.264
H -1.9481 -2.1040 1.0692 0.252
```

Computed properties:
HOMO   -12.54 eV
SMILES   CC1=C(C)[N@H+]2C[C@H]2O1
HOMO-LUMO gap   0.339 Eh
Net charge   +1
LUMO level   -3.3 eV

Version b
Formula: C6H10NO
Source: the OMol25 dataset
Level of theory: ωB97M-V/def2-TZVPD

```
18
Properties=species:S:1:pos:R:3:nbo_charge:R:1
C 2.9466 0.0335 0.9356 -0.107
C 1.9856 -0.0664 0.2328 -0.116
C 0.8571 -0.0971 -0.7208 -0.141
C 0.0843 -1.4133 -0.5067 -0.090
O -0.6969 -1.4067 0.6700 -0.475
C -1.7184 -0.4438 0.4799 -0.097
C -1.2112 1.0062 0.3119 -0.274
N 0.0556 1.1601 -0.4790 -0.495
H 3.5925 -0.0672 1.7821 0.267
H 1.2371 -0.0479 -1.7460 0.263
H -0.5057 -1.7320 -1.3811 0.200
H 0.8436 -2.1913 -0.3748 0.244
H -2.3975 -0.7189 -0.3412 0.190
H -2.3213 -0.4528 1.3936 0.236
H -1.1653 1.4734 1.2978 0.247
H -1.9970 1.5487 -0.2260 0.239
H -0.1423 1.6470 -1.3540 0.446
H 0.6645 1.7974 0.0420 0.462
```

Computed properties:
HOMO   -14.54 eV
SMILES   C#C[C@H]1COCC[NH2+]1
HOMO-LUMO gap   0.402 Eh
Net charge   +1
LUMO level   -3.6 eV

version b ends up most stable, edging out the next structure by 123.7 kJ/mol.

Version a
Formula: C4H10S2
Source: the OMol25 dataset
Level of theory: ωB97M-V/def2-TZVPD

```
16
Properties=species:S:1:pos:R:3:nbo_charge:R:1
C 3.1131 0.5045 -0.2585 -0.634
C 1.8288 -0.0427 -0.8493 -0.518
S 0.5681 -0.2071 0.5115 0.048
S -0.8182 1.2603 0.4488 0.103
C -2.3193 0.3534 0.0029 -0.554
C -2.5563 -0.8995 0.9000 -0.656
H 3.9752 0.1144 -0.8326 0.215
H 3.4486 0.0002 0.6494 0.218
H 2.9884 1.5833 -0.1955 0.221
H 1.8851 -1.0388 -1.3005 0.217
H 1.5600 0.6167 -1.6772 0.226
H -3.1687 1.0412 -0.0013 0.225
H -2.3440 -0.0289 -1.0197 0.211
H -3.5631 -0.7904 1.3164 0.217
H -2.1961 -0.6296 1.9111 0.231
H -2.4017 -1.8370 0.3945 0.230
```

Computed properties:
HOMO   -8.46 eV
SMILES   CCSSCC
HOMO-LUMO gap   0.343 Eh
Net charge   0
LUMO level   0.9 eV

Version b
Formula: C4H10S2
Source: the OMol25 dataset
Level of theory: ωB97M-V/def2-TZVPD

```
16
Properties=species:S:1:pos:R:3:nbo_charge:R:1
C 0.9291 1.6752 0.2982 -0.411
C -0.0789 1.1307 0.9807 -0.171
C 0.1888 0.0150 1.9328 -0.659
H 0.9753 2.4711 -0.4273 0.206
H 1.8837 1.1750 0.4506 0.179
H -1.0956 1.4871 0.8517 0.196
H 1.2316 -0.3281 1.9150 0.210
H 0.1884 0.4010 2.9546 0.225
H -0.4314 -0.8592 1.7355 0.222
C 0.4115 -1.1615 -1.9263 -0.753
S -1.3607 -0.7434 -2.3638 0.095
S -2.5126 -1.2434 -0.9050 -0.131
H 0.7898 -0.1944 -1.6135 0.229
H 1.0451 -1.5400 -2.7264 0.230
H 0.5584 -1.9707 -1.2041 0.231
H -2.7225 -0.3144 0.0475 0.103
```

Computed properties:
HOMO   -9.07 eV
SMILES   C=CC.CSS
HOMO-LUMO gap   0.358 Eh
Net charge   0
LUMO level   0.7 eV

version a ends up most stable, edging out the next structure by 64.6 kJ/mol.

Version a
Formula: C6H7FO
Source: the OMol25 dataset
Level of theory: ωB97M-V/def2-TZVPD

```
15
Properties=species:S:1:pos:R:3:nbo_charge:R:1
O 0.0465 -0.1808 -2.2351 -0.719
C 0.5448 -0.2861 -0.8809 0.115
C -0.4319 -0.9171 0.1068 -0.273
C 0.4012 -0.6595 1.4485 -0.305
C 0.9334 0.6722 1.2474 0.405
F 1.4258 1.7349 2.0162 -0.327
C 0.2933 1.0592 -0.1613 -0.315
C -1.1654 0.5239 0.1058 -0.375
H 0.3298 -1.0540 -2.7011 0.473
H 1.5250 -0.8918 -0.7197 0.186
H -0.9353 -1.8086 0.1299 0.217
H 0.4551 -1.6194 2.1916 0.251
H 0.3989 2.0314 -0.5895 0.242
H -1.9549 0.4726 -0.7969 0.207
H -1.8664 0.9231 0.8382 0.218
```

Computed properties:
HOMO   -8.79 eV
SMILES   O[C@@H]1[C@H]2C=C(F)[C@@H]1C2
HOMO-LUMO gap   0.351 Eh
Net charge   0
LUMO level   0.7 eV

Version b
Formula: C6H7FO
Source: the OMol25 dataset
Level of theory: ωB97M-V/def2-TZVPD

```
15
Properties=species:S:1:pos:R:3:nbo_charge:R:1
C -1.0762 1.4955 0.4328 -0.625
C -0.6093 0.3802 -0.4777 0.077
O -1.5037 -0.7695 -0.3479 -0.485
C -0.8331 -1.8511 0.0603 0.184
C 0.5082 -1.6180 0.1880 -0.359
C 0.7470 -0.2433 -0.1777 -0.143
C 1.9346 0.3580 -0.3301 0.212
F 3.0287 -0.2436 0.1020 -0.332
H -0.4167 2.3627 0.2962 0.217
H -2.1114 1.8804 0.1967 0.225
H -1.0226 1.2618 1.5454 0.222
H -0.6977 0.7579 -1.4880 0.200
H -1.3511 -2.7735 0.2688 0.207
H 1.2642 -2.3068 0.4951 0.235
H 2.1390 1.3094 -0.7641 0.165
```

Computed properties:
HOMO   -7.75 eV
SMILES   C[C@@H]1OC=C/C1=C\F
HOMO-LUMO gap   0.319 Eh
Net charge   0
LUMO level   0.9 eV

Version c
Formula: C6H7FO
Source: the OMol25 dataset
Level of theory: ωB97M-V/def2-TZVPD

```
15
Properties=species:S:1:pos:R:3:nbo_charge:R:1
C -1.0508 -1.5913 0.8444 -0.647
C -0.3529 -0.5383 0.1266 0.084
C -0.5252 1.2140 -1.0927 -0.157
C -0.4484 0.9661 0.5086 0.175
C 1.0911 -0.8123 -0.1681 -0.037
C 2.3051 -0.8523 -0.4192 -0.190
H -1.0715 -1.4712 2.0635 0.246
H -2.2101 -1.3444 0.2322 0.253
H -0.8745 -2.6934 0.4888 0.251
H -1.2854 2.0724 -1.5734 0.243
H 0.8331 1.2526 -1.1995 0.246
H -1.3104 1.1600 1.2383 0.190
H 3.2583 -0.8732 -0.8103 0.230
O -1.1496 -0.2830 -1.1412 -0.538
F 0.6382 1.5384 1.0992 -0.349
```

Computed properties:
HOMO   -10.13 eV
HOMO-LUMO gap   0.409 Eh
Net charge   0
LUMO level   1.0 eV

version b ends up most stable, edging out the next structure by 302.3 kJ/mol.

Version a
Formula: C3H6N4
Source: the OMol25 dataset
Level of theory: ωB97M-V/def2-TZVPD

```
13
Properties=species:S:1:pos:R:3:nbo_charge:R:1
C 0.8208 -2.2629 -0.2730 -0.408
N 0.1888 -0.9831 -0.0923 0.001
N -1.0894 -0.8589 0.2015 -0.218
C -1.2738 0.4589 0.3081 -0.157
C -0.0443 1.0910 0.0588 0.259
N 0.2616 2.4575 0.1266 -0.809
N 0.8729 0.1624 -0.1748 -0.303
H 1.5513 -2.4491 0.5292 0.213
H 0.0130 -3.0031 -0.2535 0.231
H 1.3047 -2.2822 -1.2534 0.214
H -2.2399 0.8789 0.5342 0.214
H 1.1758 2.6557 -0.2642 0.386
H -0.4586 3.0316 -0.2833 0.378
```

Computed properties:
HOMO   -8.53 eV
SMILES   Cn1ncc(N)n1
HOMO-LUMO gap   0.354 Eh
Net charge   0
LUMO level   1.1 eV

Version b
Formula: C3H6N4
Source: the OMol25 dataset
Level of theory: ωB97M-V/def2-TZVPD

```
13
Properties=species:S:1:pos:R:3:nbo_charge:R:1
N 0.1647 -1.6320 0.9365 -0.705
N 0.0253 -0.2040 1.1474 -0.138
C 1.0979 0.3907 0.3569 -0.004
C 0.7075 1.0606 -0.7625 -0.319
C -0.6152 1.0205 -1.2910 -0.062
N -1.5820 0.3813 -0.6426 -0.198
N -1.2394 0.1520 0.6633 -0.319
H 0.8527 -2.1771 1.3950 0.367
H 0.2028 -1.8108 -0.0077 0.332
H 1.9891 0.1215 0.8947 0.225
H 1.4128 1.6029 -1.4814 0.229
H -0.9629 1.3701 -2.2111 0.206
H -2.0533 -0.2756 1.0027 0.386
```

Computed properties:
HOMO   -7.85 eV
SMILES   NN1C=CC=NN1
HOMO-LUMO gap   0.305 Eh
Net charge   0
LUMO level   0.5 eV

Version c
Formula: C3H6N4
Source: the OMol25 dataset
Level of theory: ωB97M-V/def2-TZVPD

```
13
Properties=species:S:1:pos:R:3:nbo_charge:R:1
C 0.3248 1.7607 -0.2862 -0.638
C -0.2760 0.5810 0.2843 0.044
N -1.3198 0.5821 1.1486 -0.254
N -1.7524 -0.5708 1.4449 -0.053
N -0.9355 -1.4341 0.8805 -0.344
C -0.0369 -0.7376 0.0964 0.242
N 0.9510 -1.2357 -0.7607 -0.890
H 0.6532 1.4354 -1.1951 0.219
H -0.4682 2.5839 -0.3236 0.249
H 1.3210 1.9375 0.2571 0.221
H -1.1432 -2.3938 0.9641 0.412
H 0.7206 -1.6232 -1.7230 0.391
H 1.9614 -0.8853 -0.7873 0.401
```

Computed properties:
HOMO   -8.82 eV
SMILES   Cc1nn[nH]c1N
HOMO-LUMO gap   0.349 Eh
Net charge   0
LUMO level   0.7 eV

Version d
Formula: C3H6N4
Source: the OMol25 dataset
Level of theory: ωB97M-V/def2-TZVPD

```
13
Properties=species:S:1:pos:R:3:nbo_charge:R:1
N 0.6929 -0.2078 0.2336 -0.191
N 0.0905 0.6933 1.2283 -0.474
N 0.8572 -1.6074 0.3627 -0.605
C -1.0089 0.3442 0.0382 0.046
C -1.2617 0.9804 -1.1083 -0.561
C 1.6575 0.3695 -0.5238 0.413
N 2.4272 0.9258 -1.1699 -0.324
H -0.0817 0.1272 2.0591 0.336
H -0.0374 -2.0625 0.2148 0.366
H 1.2137 -1.8081 1.2953 0.354
H -1.7706 -0.2419 0.5349 0.191
H -2.2799 1.0362 -1.4556 0.228
H -0.4986 1.4511 -1.7092 0.221
```

Computed properties:
HOMO   -8.00 eV
HOMO-LUMO gap   0.312 Eh
Net charge   0
LUMO level   0.5 eV

version a ends up most stable, edging out the next structure by 106.5 kJ/mol.